Entry 1:
Density functional theory data (ωB97M-V/def2-TZVPD) for 14 unconnected molecules or ions with the total composition C40H78F27N6O24PS7.

## Properties
**LUMO (spin up / spin down)**: -0.695 / -2.316 eV
**Frontier orbital gap (spin up / spin down)**: 5.0 / 3.4 eV
**2S+1**: 2
**Total charge**: -1

Cartesian coordinates (Å):
C1 -6.022 2.174 -2.157
C2 -6.519 1.109 -3.120
O1 -6.018 0.827 -4.235
N1 -7.627 0.167 -2.621
H1 -8.024 0.684 -1.849
H2 -8.294 0.172 -3.379
C3 -7.080 -1.268 -2.286
H3 -6.917 2.664 -1.775
H4 -5.541 2.976 -2.717
H5 -5.292 1.845 -1.418
H6 -6.601 -1.644 -3.190
H7 -7.942 -1.934 -2.310
H8 -6.418 -1.255 -1.420
C4 2.344 -5.044 3.920
C5 3.600 -4.178 3.820
O2 4.214 -4.077 2.812
N2 4.039 -3.403 5.139
H9 3.329 -2.718 5.357
H10 3.952 -4.075 5.888
C6 5.478 -2.993 5.042
H11 2.614 -6.078 4.134
H12 1.818 -4.995 2.967
H13 1.721 -4.683 4.739
H14 5.864 -2.884 6.055
H15 5.423 -2.046 4.504
H16 6.134 -3.586 4.403
C7 5.727 -2.781 -0.484
C8 4.306 -2.885 -1.065
O3 3.343 -2.281 -0.576
N3 4.021 -3.752 -2.310
H17 3.193 -3.504 -2.833
H18 4.781 -3.688 -2.971
C9 3.700 -5.237 -1.977
H19 5.749 -2.556 0.583
H20 6.312 -1.956 -0.891
H21 6.477 -3.517 -0.774
H22 4.496 -5.758 -1.445
H23 3.583 -5.788 -2.911
H24 2.780 -5.132 -1.401
C10 1.038 -2.665 2.057
C11 0.419 -1.597 1.153
C12 0.294 -0.143 1.535
N4 -0.051 0.827 0.301
C13 1.227 0.932 -0.484
C14 -1.331 0.466 -0.619
C15 -1.697 1.724 -1.384
C16 -1.107 2.852 -0.472
C17 -0.524 2.204 0.847
H25 1.153 -3.638 1.578
H26 0.454 -2.983 2.921
H27 2.074 -2.499 2.351
H28 -0.579 -1.886 0.824
H29 1.057 -1.617 0.269
H30 1.226 0.305 1.881
H31 -0.489 0.039 2.271
H32 1.001 1.710 -1.214
H33 1.625 0.031 -0.950
H34 2.009 1.287 0.187
H35 -1.181 -0.395 -1.270
H36 -2.118 0.171 0.075
H37 -1.205 1.659 -2.354
H38 -2.774 1.695 -1.547
H39 -0.270 3.394 -0.911
H40 -1.844 3.617 -0.229
H41 0.245 2.835 1.292
H42 -1.222 2.030 1.667
C18 5.831 4.981 -6.480
C19 5.288 4.532 -5.111
C20 3.723 4.462 -5.090
N5 3.146 3.986 -3.733
C21 3.806 2.588 -3.308
C22 1.579 4.064 -3.746
C23 1.137 5.260 -2.840
C24 2.345 6.083 -2.785
C25 3.460 5.002 -2.611
H43 5.441 5.942 -6.815
H44 5.463 4.358 -7.295
H45 6.901 5.038 -6.681
H46 5.809 5.143 -4.374
H47 5.656 3.577 -4.734
H48 3.466 3.637 -5.755
H49 3.174 5.328 -5.461
H50 3.133 1.910 -2.783
H51 4.719 2.751 -2.734
H52 4.358 2.097 -4.109
H53 1.135 3.103 -3.488
H54 1.289 4.268 -4.777
H55 0.929 4.941 -1.819
H56 0.382 5.860 -3.349
H57 2.357 6.783 -1.950
H58 2.659 6.767 -3.574
H59 3.330 4.323 -1.769
H60 4.476 5.397 -2.636
C26 -4.943 -5.612 5.274
C27 -4.645 -4.592 4.198
C28 -3.738 -5.257 3.184
N6 -3.491 -4.388 1.905
C29 -2.658 -3.148 2.231
C30 -4.857 -4.029 1.245
C31 -4.664 -3.769 -0.259
C32 -3.333 -4.382 -0.507
C33 -2.781 -5.134 0.722
H61 -5.825 -6.186 4.987
H62 -5.357 -5.077 6.129
H63 -4.114 -6.165 5.714
H64 -3.994 -3.903 4.735
H65 -5.533 -4.196 3.705
H66 -4.147 -6.195 2.807
H67 -2.727 -5.374 3.575
H68 -2.912 -2.639 1.302
H69 -1.623 -3.460 2.369
H70 -3.062 -2.544 3.044
H71 -5.307 -3.253 1.864
H72 -5.623 -4.791 1.388
H73 -4.612 -2.737 -0.606
H74 -5.500 -4.204 -0.805
H75 -2.640 -3.623 -0.869
H76 -3.533 -5.089 -1.312
H77 -1.693 -5.170 0.769
H78 -3.174 -6.149 0.656
C34 -3.049 -1.108 -3.857
F1 -3.626 -0.171 -3.111
F2 -1.861 -1.204 -3.413
F3 -3.616 -2.252 -3.756
S1 -3.019 -0.707 -5.729
O4 -2.640 0.698 -5.670
O5 -2.019 -1.601 -6.272
O6 -4.408 -0.932 -6.238
C35 3.369 -0.453 -5.075
F4 3.950 -0.399 -3.838
F5 4.068 0.254 -5.946
F6 3.444 -1.753 -5.377
S2 1.449 -0.139 -5.044
O7 1.020 -0.630 -3.742
O8 1.362 1.322 -5.224
O9 0.842 -0.901 -6.145
C36 -0.804 2.910 4.264
F7 -1.498 1.954 4.852
F8 0.082 2.181 3.572
F9 -1.457 3.768 3.477
S3 0.265 3.881 5.589
O10 -0.692 4.697 6.355
O11 0.952 2.800 6.366
O12 1.276 4.656 4.841
C37 -1.191 -1.737 5.631
F10 -1.837 -2.900 5.564
F11 -0.875 -1.294 4.409
F12 -2.038 -0.877 6.208
S4 0.437 -1.731 6.600
O13 1.417 -2.272 5.637
O14 0.655 -0.301 6.932
O15 0.222 -2.639 7.738
C38 5.596 1.713 0.056
F13 6.257 0.860 0.853
F14 5.315 0.971 -1.032
F15 4.457 2.287 0.528
S5 6.809 3.159 -0.358
O16 6.925 3.880 0.934
O17 8.061 2.560 -0.814
O18 6.170 3.971 -1.373
C39 -5.007 1.875 1.948
F16 -5.618 3.079 1.623
F17 -3.839 2.003 1.307
F18 -4.737 1.894 3.240
S6 -5.994 0.222 1.403
O19 -6.579 0.533 0.138
O20 -5.021 -0.900 1.356
O21 -6.936 0.140 2.551
C40 -3.992 5.519 -1.465
F19 -3.266 6.344 -0.717
F20 -3.951 4.343 -0.855
F21 -5.200 6.023 -1.497
S7 -3.242 5.350 -3.192
O22 -2.051 4.526 -3.078
O23 -4.384 4.729 -3.881
O24 -3.041 6.780 -3.696
P1 3.815 0.991 4.475
F22 3.991 2.015 5.744
F23 2.965 2.088 3.502
F24 5.395 1.365 4.021
F25 3.440 -0.263 3.404
F26 4.427 -0.191 5.531
F27 2.417 0.627 5.081

***

Entry 2:
Density functional theory data (ωB97M-V/def2-TZVPD) for a molecular structure, C7H4GdN2O4.

## Properties
**LUMO (spin up / spin down)**: -16.588 / -14.121 eV
**Frontier orbital gap (spin up / spin down)**: 5.0 / 7.5 eV
**2S+1**: 8
**Total charge**: +3

Cartesian coordinates (Å):
Gd1 1.396 -0.805 -0.298
O1 -3.561 -2.473 2.915
C1 -2.652 -2.260 2.251
C2 0.651 -1.290 -2.486
O2 0.224 -1.648 -3.496
C3 3.450 -1.432 1.174
O3 4.330 -1.735 1.876
C4 0.875 -3.285 -0.200
O4 0.571 -4.397 -0.172
N1 0.643 2.118 -0.414
C5 -0.311 3.053 -0.423
C6 -1.521 2.473 -0.128
C7 -1.288 1.139 0.126
N2 0.073 0.912 -0.011
H1 1.655 2.279 -0.480
H2 -0.100 4.067 -0.632
H3 -2.479 2.948 -0.057
H4 -1.956 0.338 0.454

***

| no. | E_tot (eV) |
| --- | --- |
| 1 | -259327.330 |
| 2 | -39293.367 |